No. 1
Below is a cluster of 12 separate species, C55H142O36P8S3 in total, with properties calculated with ωB97M-V with the def2-TZVPD basis set.

- F_max (eV/A) = 3.33
- LUMO (eV) = 0.2
- 2S+1 = 1
- DFT total energy (a.u.) = -8815.517167

XYZ file:
```
244
Properties=species:S:1:pos:R:3:mulliken_charge:R:1
C -10.324 5.645 -0.369 -1.237
C -8.995 5.280 0.128 -0.143
O -9.010 3.896 0.623 -0.367
P -7.851 2.876 0.321 0.865
O -7.323 3.055 -1.055 -0.618
O -8.268 1.379 0.540 -0.294
C -9.108 0.729 -0.476 -0.162
C -8.638 -0.631 -0.755 -1.174
O -6.871 3.157 1.545 -0.390
C -5.777 2.360 1.846 -0.025
C -4.482 3.076 1.363 -0.784
H -10.366 6.565 -0.909 0.399
H -10.662 4.895 -1.044 0.327
H -11.041 5.672 0.508 0.255
H -8.257 5.444 -0.667 0.282
H -8.698 5.808 1.010 0.300
H -10.116 0.768 -0.031 0.327
H -9.102 1.278 -1.403 0.321
H -8.413 -1.294 0.077 0.338
H -9.433 -1.136 -1.356 0.372
H -7.772 -0.616 -1.413 0.162
H -5.919 2.312 2.946 0.096
H -5.934 1.351 1.396 0.277
H -4.435 4.073 1.798 0.428
H -3.599 2.539 1.631 -0.181
H -4.512 3.197 0.332 0.642
C 4.222 -7.824 -0.931 -0.817
C 3.729 -8.488 0.333 -0.257
O 3.049 -7.475 1.122 -0.464
P 3.461 -5.893 1.348 1.048
O 3.212 -5.046 0.167 -0.642
O 2.665 -5.630 2.677 -0.823
C 2.560 -4.241 3.122 1.210
C 2.392 -4.313 4.634 -1.447
O 4.955 -5.794 1.822 0.205
C 5.578 -6.318 2.995 -0.069
C 7.053 -6.559 2.689 -1.434
H 4.529 -8.548 -1.728 0.391
H 3.516 -7.132 -1.413 0.123
H 5.143 -7.272 -0.753 0.203
H 3.059 -9.271 0.117 0.392
H 4.569 -8.807 0.972 0.243
H 3.528 -3.759 2.861 0.085
H 1.734 -3.781 2.576 -0.513
H 3.095 -5.062 5.042 0.423
H 2.429 -3.304 5.100 0.102
H 1.395 -4.701 4.957 0.279
H 5.420 -5.582 3.800 0.134
H 5.102 -7.288 3.299 0.375
H 7.154 -7.305 1.935 0.354
H 7.440 -5.637 2.358 0.263
H 7.497 -6.971 3.532 0.478
C -2.865 0.531 -0.265 -1.218
C -1.896 -0.304 -1.017 1.285
O -0.911 0.543 -1.585 0.412
P 0.553 0.871 -1.032 -0.914
O 0.897 2.159 -0.376 0.327
O 0.910 -0.444 -0.175 -0.710
C 1.845 -0.322 1.062 1.161
C 0.990 -0.036 2.287 -0.760
O 1.321 0.868 -2.424 0.337
C 1.357 -0.190 -3.360 0.905
C 2.591 -1.091 -3.129 -0.838
H -2.489 0.918 0.675 -0.178
H -3.085 1.398 -0.840 0.156
H -3.810 0.038 -0.152 0.934
H -1.365 -1.039 -0.400 -0.723
H -2.381 -0.775 -1.834 0.118
H 2.314 -1.306 1.030 -0.434
H 2.555 0.455 0.799 0.036
H 0.498 0.946 2.450 -0.313
H 0.243 -0.845 2.304 0.486
H 1.654 -0.143 3.154 0.427
H 0.397 -0.656 -3.349 0.433
H 1.555 0.276 -4.327 -1.301
H 2.520 -1.960 -3.762 0.880
H 3.467 -0.595 -3.439 0.301
H 2.597 -1.466 -2.065 -0.465
C -5.484 1.719 -3.222 -0.015
C -5.867 1.150 -4.545 -0.528
O -4.882 0.107 -4.891 0.386
P -5.047 -0.716 -6.278 0.283
O -6.409 -0.890 -6.741 -0.850
O -4.191 0.118 -7.372 -0.013
C -4.594 0.196 -8.752 -0.183
C -3.529 0.948 -9.443 -1.217
O -4.308 -2.084 -5.991 -0.401
C -2.960 -1.993 -5.528 0.226
C -2.739 -2.998 -4.471 -1.288
H -6.341 2.295 -2.905 0.364
H -5.386 0.920 -2.471 0.099
H -4.545 2.287 -3.297 -0.335
H -6.862 0.715 -4.549 0.383
H -5.829 2.011 -5.228 0.292
H -4.680 -0.834 -9.219 0.285
H -5.532 0.715 -8.808 0.296
H -3.239 1.892 -9.005 0.304
H -2.554 0.393 -9.484 0.222
H -3.839 1.008 -10.450 0.443
H -2.349 -2.189 -6.460 0.174
H -2.758 -0.945 -5.140 0.157
H -3.483 -2.908 -3.591 0.210
H -2.904 -3.986 -4.836 0.539
H -1.723 -3.030 -4.083 0.255
C -1.912 0.785 10.330 -1.165
C -1.467 1.506 9.114 -0.133
O -2.124 0.993 7.906 -0.286
P -1.668 -0.440 7.379 0.837
O -1.663 -1.624 8.272 -0.842
O -0.341 -0.010 6.634 -0.113
C 0.485 -0.920 5.941 0.322
C 1.862 -0.596 6.304 -0.990
O -2.672 -0.617 6.166 -0.427
C -2.568 0.391 5.055 1.471
C -3.901 1.035 4.992 -1.166
H -2.971 0.894 10.484 0.303
H -1.799 -0.318 10.352 0.312
H -1.357 1.139 11.220 0.368
H -1.867 2.558 9.190 0.242
H -0.398 1.473 9.032 0.238
H 0.147 -1.895 6.161 0.701
H 0.348 -0.657 4.860 -0.325
H 1.953 0.530 6.293 0.263
H 2.094 -1.082 7.239 0.439
H 2.617 -0.993 5.549 -0.178
H -1.746 1.123 5.228 0.380
H -2.363 -0.224 4.142 -0.891
H -3.935 1.771 4.211 0.016
H -4.719 0.317 4.954 0.400
H -4.140 1.550 5.977 0.241
C -1.795 4.023 -3.570 -1.532
C -0.374 3.732 -3.205 0.724
O 0.199 4.913 -2.636 0.322
P 1.348 5.706 -3.406 0.525
O 1.564 5.302 -4.796 -0.868
O 0.963 7.245 -3.254 -0.323
C -0.427 7.688 -3.444 0.161
C -0.590 9.033 -2.760 -1.324
O 2.632 5.475 -2.510 -0.128
C 2.653 5.923 -1.137 0.248
C 4.039 5.714 -0.606 -1.004
H -2.475 3.191 -3.610 0.071
H -2.115 4.694 -2.814 0.430
H -1.877 4.531 -4.550 0.369
H -0.220 2.928 -2.458 -0.924
H 0.205 3.531 -4.114 0.650
H -0.518 7.819 -4.499 0.361
H -1.084 6.942 -3.026 0.031
H 0.151 9.806 -3.013 0.319
H -1.564 9.468 -3.077 0.365
H -0.574 8.855 -1.697 0.312
H 2.462 6.982 -1.074 0.451
H 1.872 5.251 -0.646 -0.207
H 4.372 4.634 -0.740 -0.015
H 4.604 6.443 -1.120 0.501
H 4.042 5.864 0.498 0.340
C -2.098 -3.697 3.931 -0.894
C -2.588 -2.951 2.707 -0.354
O -1.792 -3.173 1.564 0.193
P -1.835 -4.651 0.970 0.364
O -3.215 -5.204 0.908 -0.906
O -1.268 -4.534 -0.464 -0.674
C -0.019 -3.803 -0.623 2.492
C 0.898 -4.420 -1.649 -1.019
O -0.777 -5.471 1.916 0.288
C -0.979 -6.950 1.981 -0.576
C -0.421 -7.671 0.747 -0.683
H -2.604 -3.386 4.845 0.497
H -2.257 -4.753 3.850 0.382
H -0.993 -3.541 4.050 -0.058
H -3.589 -3.356 2.584 0.525
H -2.603 -1.906 2.822 -0.090
H -0.306 -2.796 -0.843 -0.455
H 0.462 -3.871 0.318 -0.680
H 0.438 -4.391 -2.657 0.312
H 1.888 -3.926 -1.713 -0.009
H 1.096 -5.479 -1.376 0.149
H -0.514 -7.316 2.912 0.335
H -2.033 -7.196 2.079 0.428
H -0.647 -8.697 0.712 0.559
H -0.839 -7.257 -0.189 0.215
H 0.687 -7.424 0.683 -0.145
C 4.311 2.489 3.730 -1.095
C 3.554 2.537 2.467 1.470
O 4.311 2.800 1.334 -0.464
P 5.148 1.754 0.554 0.033
O 4.669 0.374 0.672 0.478
O 5.181 2.358 -0.903 -0.598
C 4.001 2.119 -1.711 2.543
C 4.357 2.348 -3.200 -1.638
O 6.631 1.991 1.103 -0.065
C 7.752 1.730 0.291 -0.017
C 8.837 1.384 1.246 -1.368
H 3.650 2.214 4.617 0.212
H 5.170 1.747 3.676 0.010
H 4.812 3.404 3.940 0.450
H 3.059 1.565 2.339 -0.840
H 2.821 3.370 2.556 0.108
H 3.585 1.098 -1.545 -0.788
H 3.264 2.842 -1.442 -0.597
H 4.220 3.411 -3.372 0.179
H 5.301 1.972 -3.394 0.568
H 3.714 1.802 -3.873 0.079
H 7.582 0.862 -0.351 0.305
H 8.001 2.672 -0.312 0.231
H 9.756 1.180 0.733 0.421
H 8.876 2.109 2.067 0.364
H 8.492 0.496 1.811 0.198
C -0.437 4.770 3.465 -1.416
S -0.301 3.565 2.089 1.082
O -1.313 2.475 2.381 -1.079
C -0.993 4.649 0.853 -1.416
H -0.040 5.743 3.186 0.437
H 0.056 4.345 4.333 0.423
H -1.498 4.921 3.755 0.329
H -1.901 5.148 1.104 0.754
H -1.116 3.920 -0.002 -0.142
H -0.239 5.368 0.546 0.642
C 0.349 0.574 -6.860 -0.326
S 2.200 0.535 -7.254 0.528
O 2.984 -0.505 -6.521 -0.604
C 2.065 -0.110 -8.954 -0.988
H -0.208 -0.400 -6.948 0.244
H 0.012 1.349 -7.543 0.510
H 0.383 0.979 -5.873 -0.316
H 1.239 -0.859 -8.913 0.264
H 3.002 -0.474 -9.231 0.363
H 1.697 0.694 -9.586 0.364
C 7.177 -3.878 -0.436 -0.774
S 6.561 -2.385 0.294 0.614
O 7.469 -1.258 0.041 -0.707
C 5.095 -2.213 -0.814 0.853
H 7.594 -3.780 -1.482 0.378
H 6.358 -4.594 -0.336 0.000
H 7.964 -4.328 0.196 0.380
H 5.509 -2.304 -1.830 0.720
H 4.773 -1.219 -0.638 -1.352
H 4.273 -2.925 -0.528 -0.232
C 5.520 -1.177 3.590 -0.672
O 4.240 -1.227 2.981 0.780
H 5.433 -1.215 4.674 0.354
H 6.194 -1.923 3.180 0.028
H 6.034 -0.213 3.324 -0.092
H 4.320 -0.635 2.244 -0.470
```

---

No. 2
Below is a structure of composition C55H159F6NO31S2V, with properties calculated with ωB97M-V with the def2-TZVPD basis set.

- F_max (eV/A) = 5.41
- <S²> = 3.75
- LUMO (alpha / beta) (eV) = -0.1 / -0.1
- 2S+1 = 4
- DFT total energy (a.u.) = -6917.403405

XYZ file:
```
255
Properties=species:S:1:pos:R:3:mulliken_charge:R:1
V -0.062 2.488 1.791 1.014
C -1.692 3.962 4.203 -1.147
O -1.710 3.377 2.935 -0.195
H -2.504 3.621 4.847 0.201
H -0.784 3.690 4.741 -0.049
H -1.684 5.051 4.162 0.126
C 1.876 -1.094 0.847 -0.588
F 2.514 -0.802 2.024 0.571
F 2.591 -1.943 0.107 0.149
F 0.725 -1.698 1.092 0.003
S 1.477 0.513 -0.133 0.521
O 2.308 1.495 0.527 -0.888
O 1.737 0.348 -1.570 -0.369
N -0.107 1.006 0.397 0.292
S -1.022 0.457 -0.744 -0.636
O -1.186 1.464 -1.788 -0.765
O -0.847 -0.932 -1.092 0.893
C -2.713 0.513 0.177 -1.041
F -3.106 1.787 0.290 0.586
F -3.601 -0.265 -0.423 0.241
F -2.520 0.075 1.402 -0.123
C 2.549 -4.603 -3.923 0.001
C 2.037 -5.676 -4.887 -0.792
O 0.950 -5.143 -5.679 -0.520
H 1.779 -4.236 -3.245 -0.260
H 2.973 -3.823 -4.556 0.169
H 3.365 -4.869 -3.252 0.258
H 1.669 -6.523 -4.307 0.350
H 2.837 -6.118 -5.482 0.477
H 0.764 -5.789 -6.364 0.245
C -2.394 7.132 2.104 -0.502
C -1.801 7.927 0.960 0.015
O -2.082 9.326 1.116 -0.594
H -3.481 7.207 2.152 0.333
H -1.919 7.481 3.021 0.455
H -2.243 6.060 1.979 -0.234
H -2.222 7.722 -0.024 0.060
H -0.718 7.804 0.938 0.154
H -1.712 9.788 0.361 0.345
C 2.816 -1.178 -6.588 -0.233
C 3.561 -2.227 -7.495 -0.424
O 3.927 -1.494 -8.646 -0.567
H 1.830 -0.965 -7.002 0.372
H 3.348 -0.263 -6.329 0.321
H 2.545 -1.678 -5.658 -0.326
H 2.937 -3.067 -7.802 0.281
H 4.473 -2.555 -6.996 0.248
H 3.374 -1.704 -9.403 0.320
C -3.223 -3.084 -1.743 0.781
C -3.747 -4.218 -2.677 -0.399
O -3.732 -3.726 -4.031 -0.584
H -2.188 -2.853 -1.996 -0.338
H -3.237 -3.286 -0.672 0.228
H -3.806 -2.173 -1.876 -0.332
H -4.763 -4.486 -2.387 0.292
H -3.101 -5.092 -2.603 0.058
H -2.807 -3.578 -4.243 0.353
C 5.290 3.314 -0.639 -1.098
C 4.727 4.269 0.440 -0.065
O 3.422 4.690 0.049 -0.602
H 6.284 3.028 -0.295 0.512
H 5.435 3.720 -1.640 0.437
H 4.687 2.417 -0.779 -0.112
H 5.396 5.129 0.407 0.455
H 4.730 3.734 1.390 0.109
H 3.391 4.887 -0.890 0.077
C -6.191 5.315 1.998 -1.202
C -5.450 4.301 2.894 -0.541
O -4.558 3.544 2.036 2.074
H -5.514 5.889 1.366 0.052
H -6.794 6.022 2.568 0.410
H -6.889 4.800 1.338 0.347
H -6.159 3.645 3.399 0.337
H -4.878 4.819 3.664 0.379
H -3.744 3.323 2.495 -1.274
C 4.894 -3.336 7.012 -0.962
C 5.128 -4.130 5.736 -0.118
O 5.350 -3.149 4.708 -0.459
H 4.026 -2.686 6.894 0.043
H 5.805 -2.762 7.179 0.291
H 4.825 -3.995 7.877 0.453
H 4.245 -4.744 5.557 0.064
H 5.888 -4.906 5.821 0.455
H 5.867 -3.589 4.029 0.193
C -1.446 -1.093 -4.484 -0.420
C -0.437 -2.270 -4.178 1.258
O -1.047 -3.490 -4.580 -0.597
H -2.390 -1.189 -3.948 -0.147
H -1.653 -1.074 -5.555 0.383
H -0.955 -0.160 -4.208 -0.070
H -0.284 -2.334 -3.100 -0.482
H 0.539 -2.223 -4.662 -0.122
H -0.420 -4.161 -4.859 0.187
C -7.400 0.699 -0.848 -1.001
C -6.411 1.589 -0.091 1.910
O -7.007 2.249 0.977 -0.795
H -8.139 1.178 -1.489 0.393
H -7.981 0.048 -0.194 0.381
H -6.816 0.151 -1.587 -0.102
H -5.881 2.310 -0.713 -0.639
H -5.656 0.917 0.317 -0.638
H -6.327 2.684 1.497 -0.073
C 5.014 -3.438 -0.626 0.922
C 6.438 -3.916 -0.848 -0.499
O 6.766 -3.465 -2.123 -0.584
H 4.651 -3.762 0.349 0.117
H 4.333 -3.867 -1.362 -0.608
H 4.923 -2.360 -0.760 -0.183
H 6.594 -4.991 -0.947 0.209
H 7.138 -3.529 -0.108 0.304
H 6.648 -2.514 -2.187 0.499
C -3.107 5.264 -2.467 -1.166
C -3.982 5.038 -1.173 0.207
O -3.100 4.716 -0.145 -0.504
H -2.396 6.081 -2.342 0.273
H -3.801 5.405 -3.296 0.505
H -2.538 4.365 -2.703 0.021
H -4.705 4.245 -1.366 -0.120
H -4.599 5.887 -0.878 0.400
H -3.605 4.511 0.646 -0.841
C 2.771 3.091 -3.321 0.548
C 3.195 4.454 -3.811 -0.920
O 3.222 5.296 -2.660 -0.449
H 1.706 2.859 -3.332 -0.042
H 3.216 2.829 -2.361 -0.505
H 3.233 2.330 -3.949 0.232
H 2.546 4.859 -4.587 0.419
H 4.139 4.363 -4.348 0.392
H 3.210 6.199 -2.988 0.243
C -4.184 1.556 -3.404 0.843
C -5.274 0.815 -4.138 -0.766
O -6.531 1.560 -4.261 -0.566
H -4.442 1.751 -2.363 -0.721
H -4.030 2.550 -3.826 0.346
H -3.171 1.158 -3.447 -0.432
H -5.436 -0.052 -3.497 0.255
H -4.854 0.491 -5.089 0.501
H -7.059 1.018 -4.851 0.325
C 2.790 -6.657 -0.249 0.311
C 3.936 -7.370 0.329 -0.522
O 4.165 -8.618 -0.259 -0.566
H 2.731 -6.741 -1.334 0.137
H 2.852 -5.651 0.166 -0.408
H 1.851 -7.145 0.011 0.274
H 3.839 -7.516 1.405 0.269
H 4.887 -6.841 0.266 0.199
H 4.351 -8.397 -1.174 0.339
C -3.038 -2.882 2.665 -0.125
C -2.056 -4.042 2.920 0.057
O -1.349 -3.783 4.089 -0.647
H -3.634 -2.912 1.753 0.284
H -2.452 -1.972 2.797 -0.793
H -3.709 -2.907 3.524 0.396
H -1.369 -4.038 2.074 -0.271
H -2.498 -5.036 2.865 0.552
H -0.650 -4.441 4.120 0.432
C 1.833 5.706 3.397 -1.249
C 2.359 4.269 3.261 0.263
O 1.809 3.766 2.067 1.860
H 2.251 6.228 4.258 0.509
H 0.743 5.724 3.367 0.058
H 2.081 6.262 2.493 0.278
H 2.026 3.627 4.077 -0.241
H 3.445 4.178 3.282 0.397
H 2.362 4.102 1.358 -0.937
C -6.342 -2.962 -0.210 -0.550
C -6.989 -3.021 1.135 -0.388
O -6.196 -3.888 1.925 -0.538
H -5.309 -2.612 -0.215 -0.078
H -6.890 -2.269 -0.848 0.241
H -6.457 -3.927 -0.702 0.403
H -8.028 -3.346 1.072 0.343
H -6.945 -2.034 1.595 0.236
H -6.226 -3.623 2.847 0.330
C 0.419 5.730 -0.805 -0.749
C 0.354 4.213 -0.836 1.162
O -0.594 3.895 0.152 3.144
H 0.637 6.003 0.227 -0.165
H -0.517 6.212 -1.086 0.168
H 1.102 6.180 -1.526 0.214
H 1.307 3.749 -0.581 -0.904
H 0.039 3.860 -1.817 -0.281
H -1.447 4.275 -0.071 -0.888
C 5.810 -0.246 2.209 -0.123
C 6.242 0.062 3.641 -0.554
O 5.265 -0.490 4.457 -0.419
H 4.868 0.220 1.923 -0.322
H 5.699 -1.328 2.131 0.040
H 6.527 0.084 1.457 0.486
H 6.275 1.140 3.798 0.322
H 7.197 -0.441 3.800 0.355
H 5.336 -1.445 4.512 0.232
C -2.657 1.773 -7.287 -1.164
C -1.749 2.572 -6.398 0.553
O -2.013 3.923 -6.552 -0.586
H -2.314 1.900 -8.314 0.365
H -3.712 2.045 -7.245 0.358
H -2.520 0.719 -7.047 0.204
H -0.710 2.301 -6.582 0.334
H -1.885 2.321 -5.346 -0.297
H -2.961 4.068 -6.513 0.327
C -0.194 -4.855 -0.690 0.909
C -0.268 -6.109 -1.598 -0.352
O -0.788 -7.128 -0.822 -0.588
H -1.170 -4.554 -0.312 -0.048
H 0.301 -4.033 -1.208 -0.085
H 0.438 -5.049 0.177 -0.506
H 0.714 -6.367 -1.994 -0.119
H -0.977 -5.879 -2.394 0.357
H -0.986 -7.881 -1.384 0.362
C -1.177 -0.080 4.722 -0.711
C -0.137 -0.149 3.570 2.071
O 0.525 1.058 3.439 1.545
H -0.740 -0.074 5.721 0.429
H -1.988 -0.801 4.614 0.445
H -1.697 0.877 4.760 -0.384
H -0.681 -0.419 2.666 -1.551
H 0.585 -0.949 3.731 -0.399
H 1.230 1.162 4.082 -0.948
C -4.486 0.772 3.646 -0.094
C -4.825 1.226 5.048 -0.801
O -5.873 0.388 5.471 -0.533
H -3.635 1.330 3.255 -0.533
H -5.342 0.919 2.987 0.424
H -4.149 -0.262 3.572 0.441
H -5.167 2.261 5.061 0.162
H -3.944 1.135 5.683 0.428
H -5.884 0.465 6.428 0.328
C 4.332 -0.581 -3.524 -0.801
C 5.228 0.141 -2.528 0.488
O 6.280 -0.730 -2.209 -0.560
H 4.945 -0.647 -4.422 0.550
H 3.387 -0.065 -3.693 0.037
H 4.123 -1.593 -3.177 -0.001
H 4.636 0.390 -1.648 -0.469
H 5.611 1.070 -2.952 0.478
H 6.881 -0.216 -1.664 0.253
C 1.894 -3.622 3.869 -0.279
C 1.763 -5.014 3.170 0.578
O 0.536 -5.581 3.518 -0.665
H 1.824 -3.673 4.955 0.495
H 1.115 -2.913 3.587 -0.525
H 2.838 -3.131 3.637 0.296
H 2.553 -5.640 3.584 0.283
H 1.934 -5.044 2.094 -0.523
H 0.396 -6.164 2.768 0.337
C 2.622 0.038 6.721 -1.129
C 2.760 1.385 5.985 -0.258
O 2.901 1.098 4.630 -0.004
H 2.377 0.208 7.769 0.486
H 3.555 -0.503 6.563 0.117
H 1.857 -0.645 6.350 0.168
H 3.553 1.996 6.417 0.515
H 1.823 1.919 6.146 0.266
H 3.743 0.658 4.493 -0.191
```

---

Among the records above, which one has the lowest DFT total energy? C55H142O36P8S3